# 1
This record from the Open Molecules 2025 dataset describes a molecular structure, C4H8O. The level of theory is ωB97M-V with the def2-TZVPD basis set.

Properties
LUMO	1.2341	eV
calculated total energy	-6323.9628	eV
highest occupied orbital energy	-9.5962	eV
frontier orbital gap	10.8	eV

```
! RIJCOSX wB97M-V def2-TZVPD def2/J DEFGRID3
* xyz 0 1
C -1.21 1.12 -0.56
C -0.36 -0.13 -0.47
C 1.12 -0.04 -0.04
C 0.70 -1.10 0.98
O -0.69 -0.82 0.77
H -2.08 0.99 -1.22
H -1.56 1.27 0.46
H -0.66 2.01 -0.88
H -0.48 -0.81 -1.33
H 1.89 -0.34 -0.75
H 1.36 0.94 0.39
H 1.02 -0.98 2.02
H 0.93 -2.11 0.63
*
```

# 2
This record from the Open Molecules 2025 dataset describes 2 unconnected molecules or ions with the total composition C4H8O2. The level of theory is ωB97M-V with the def2-TZVPD basis set.

Properties
LUMO (spin up / spin down)	-0.3606 / -0.3598	eV
calculated total energy	-8366.8074	eV
highest occupied orbital energy (spin up / spin down)	-7.9975 / -7.9986	eV
frontier orbital gap (spin up / spin down)	7.6 / 7.6	eV

```
! RIJCOSX wB97M-V def2-TZVPD def2/J DEFGRID3
* xyz 0 1
C -0.05 1.85 0.09
C -0.44 0.48 -0.40
O -1.26 0.45 -1.39
C 0.61 -0.57 -0.23
C 0.75 -1.59 0.81
O 0.36 -1.91 -0.52
H 0.65 2.25 -0.66
H -0.91 2.52 0.13
H 0.47 1.83 1.05
H -1.82 -0.95 0.18
H -1.65 -0.57 -0.98
H 1.53 -0.18 -0.69
H -0.02 -1.66 1.57
H 1.75 -1.95 1.07
*
```

# 3
This record from the Open Molecules 2025 dataset describes a single C3H7NO2 molecule. The level of theory is ωB97M-V with the def2-TZVPD basis set.

Properties
LUMO	0.6858	eV
SMILES	NC(=O)CCO
calculated total energy	-8809.9922	eV
highest occupied orbital energy	-9.6450	eV
frontier orbital gap	10.3	eV

```
! RIJCOSX wB97M-V def2-TZVPD def2/J DEFGRID3
* xyz 0 1
N 1.69 0.33 0.05
C 0.87 0.15 -1.02
O 1.14 0.54 -2.14
C -0.42 -0.61 -0.70
C -1.24 0.01 0.42
O -0.56 -0.18 1.66
H 1.42 0.00 0.97
H 2.57 0.79 -0.09
H -0.18 -1.64 -0.42
H -1.00 -0.63 -1.62
H -1.40 1.08 0.22
H -2.23 -0.46 0.46
H -0.67 0.61 2.20
*
```

# 4
This record from the Open Molecules 2025 dataset describes a molecular structure, C28H50F17NO12PS2. The level of theory is ωB97M-V with the def2-TZVPD basis set.

Properties
LUMO	2.1256	eV
calculated total energy	-133059.4027	eV
highest occupied orbital energy	-5.3187	eV
frontier orbital gap	7.4	eV

```
! RIJCOSX wB97M-V def2-TZVPD def2/J DEFGRID3
* xyz -1 1
C 1.30 6.54 1.44
P 0.95 5.78 3.09
C 2.22 4.45 3.33
S -0.97 4.77 2.98
O -1.39 4.80 1.60
O -1.82 5.51 3.87
N -0.60 3.28 3.52
S -1.90 2.38 3.85
O -2.72 2.24 2.67
O -2.66 2.77 5.00
C -1.17 0.76 4.13
C -0.62 0.65 5.57
C 0.59 -0.27 5.73
F 0.30 -1.12 6.76
F 0.75 -1.06 4.67
C 1.91 0.42 6.13
F 1.62 1.37 7.01
F 2.71 -0.41 6.77
C 2.62 1.10 4.93
F 3.27 2.17 5.41
F 1.72 1.56 4.08
C 3.72 0.22 4.26
F 4.77 0.29 5.07
F 3.36 -1.06 4.23
C 4.20 0.71 2.86
F 5.50 0.54 2.77
F 4.02 2.02 2.75
C 3.45 0.05 1.68
F 3.83 0.70 0.57
F 2.15 0.22 1.78
C 3.76 -1.47 1.44
F 2.71 -2.16 1.89
F 4.81 -1.92 2.09
C 3.86 -1.87 -0.05
F 4.97 -1.49 -0.61
F 3.86 -3.19 -0.06
F 2.79 -1.51 -0.69
H 1.14 7.61 1.56
H 0.61 6.15 0.70
H 2.33 6.39 1.13
H 3.22 4.81 3.05
H 2.03 3.56 2.74
H 2.28 4.15 4.37
H -1.91 -0.01 3.94
H -0.40 0.65 3.37
H -1.42 0.23 6.17
H -0.45 1.67 5.91
C 1.20 -5.40 -3.10
O 0.00 -4.72 -3.45
C -1.15 -5.24 -2.81
C -1.57 -4.39 -1.63
O -0.60 -4.43 -0.59
C 0.24 -3.30 -0.58
H 2.04 -4.78 -3.42
H 1.27 -5.55 -2.02
H 1.25 -6.36 -3.61
H -0.99 -6.28 -2.50
H -1.96 -5.23 -3.55
H -2.50 -4.79 -1.22
H -1.75 -3.36 -1.95
H -0.29 -2.43 -0.17
H 0.62 -3.05 -1.58
H 1.09 -3.52 0.06
C -2.77 2.58 -0.54
O -1.50 2.48 -1.18
C -1.35 1.32 -1.95
C -1.55 1.59 -3.43
O -2.89 1.96 -3.71
C -3.05 3.36 -3.86
H -2.89 3.61 -0.18
H -3.59 2.35 -1.23
H -2.81 1.91 0.32
H -2.03 0.53 -1.60
H -0.32 0.96 -1.80
H -1.35 0.67 -3.99
H -0.85 2.36 -3.77
H -2.66 3.69 -4.84
H -2.55 3.92 -3.07
H -4.12 3.58 -3.82
C 4.78 -1.72 -4.19
O 3.55 -2.19 -4.68
C 2.48 -1.33 -4.27
C 2.03 -0.41 -5.38
O 3.04 0.53 -5.73
C 3.75 0.18 -6.90
H 5.59 -2.24 -4.70
H 4.91 -0.64 -4.34
H 4.84 -1.95 -3.12
H 2.77 -0.77 -3.38
H 1.64 -1.98 -4.00
H 1.17 0.17 -5.03
H 1.72 -0.98 -6.26
H 3.13 0.39 -7.79
H 4.04 -0.88 -6.90
H 4.65 0.79 -6.95
C -6.66 -0.84 1.46
O -5.33 -1.31 1.36
C -5.23 -2.59 0.77
C -4.81 -2.50 -0.69
O -5.81 -1.89 -1.49
C -5.54 -0.52 -1.78
H -6.62 0.23 1.69
H -7.22 -0.98 0.53
H -7.18 -1.35 2.28
H -6.16 -3.14 0.87
H -4.45 -3.13 1.32
H -4.67 -3.51 -1.07
H -3.86 -1.97 -0.78
H -4.76 -0.46 -2.55
H -5.23 0.03 -0.89
H -6.45 -0.07 -2.16
*
```

# 5
This record from the Open Molecules 2025 dataset describes a single C3H7N5 molecule. The level of theory is ωB97M-V with the def2-TZVPD basis set.

Properties
LUMO	0.7142	eV
SMILES	[H]/N=C/N(N=C)/C(N)=N/[H]
calculated total energy	-10669.4716	eV
highest occupied orbital energy	-8.8689	eV
frontier orbital gap	9.6	eV

```
! RIJCOSX wB97M-V def2-TZVPD def2/J DEFGRID3
* xyz 0 1
H 0.94 1.13 -2.88
N 0.81 0.03 -2.29
C 0.61 0.74 -1.20
N 0.17 -0.02 0.05
N -0.57 -1.11 -0.20
C -0.86 -1.75 -1.31
C 0.37 0.52 1.29
N -0.61 0.06 2.13
N 1.29 1.40 1.47
H 1.02 2.01 2.27
H 0.73 1.82 -0.88
H -0.41 -1.77 -2.46
H -1.13 -2.86 -0.91
H -1.54 -0.54 1.69
H -0.82 0.36 3.26
*
```

# 6
This record from the Open Molecules 2025 dataset describes 2 unconnected molecules or ions with the total composition C5H13N2O. The level of theory is ωB97M-V with the def2-TZVPD basis set.

Properties
LUMO	-3.1087	eV
calculated total energy	-10416.4991	eV
highest occupied orbital energy	-12.6542	eV
frontier orbital gap	9.5	eV

```
! RIJCOSX wB97M-V def2-TZVPD def2/J DEFGRID3
* xyz 1 1
O 2.10 1.41 -1.43
C 2.36 0.39 -0.87
C 1.45 -0.80 -0.97
N 0.35 -0.46 -1.92
H 3.28 0.25 -0.28
H 2.01 -1.69 -1.28
H 1.01 -1.04 -0.01
H -0.44 0.04 -1.36
H 0.73 0.29 -2.52
H 0.00 -1.27 -2.41
C -1.45 -0.95 1.54
C -1.02 0.40 1.09
C -0.23 1.20 1.82
N -1.50 0.82 -0.18
H -1.06 -1.76 0.91
H -2.54 -1.06 1.51
H -1.12 -1.13 2.56
H -0.17 2.28 1.73
H 0.15 0.85 2.76
H -2.42 0.43 -0.36
H -1.49 1.82 -0.34
*
```

Max |F|, respectively: 0.50; 0.52; 0.35; 1.96; 7.81; 1.29 eV/A.